Record 1
59
Properties=species:S:1:pos:R:3:lowdin_charge:R:1 method="wB97M-V/def2-TZVPD" orbital_gap_ev=7.064 total_charge=-1 homo_energy_ev=-5.12
C 3.162 -5.057 1.112 -0.12
C 3.284 -3.972 -0.154 -0.25
O 4.396 -3.074 0.195 -0.19
C 4.025 -1.652 0.072 -0.13
C 4.854 -0.703 -1.026 -0.11
C 6.049 -1.300 -1.998 -0.13
C 4.489 0.913 -1.225 0.03
C 3.299 1.610 -0.335 0.00
C 2.985 3.229 -0.581 -0.42
O 1.707 3.499 -0.965 -0.17
O 3.963 4.310 -0.364 -0.26
C 2.430 0.709 0.761 -0.09
C 2.839 -0.904 0.922 -0.30
S 1.759 -1.855 2.179 0.79
C 0.030 -1.108 1.856 -0.37
C -1.318 -2.041 1.830 -0.04
C -2.755 -1.324 1.502 -0.16
C -4.168 -2.213 1.409 -0.17
C -4.770 -1.871 -0.113 -0.23
C -6.180 -2.643 -0.442 -0.19
C -7.343 -1.948 0.482 -0.26
O -8.518 -2.815 0.681 -0.15
C -2.784 0.300 1.263 0.01
C -1.443 1.244 1.291 -0.03
C -1.656 2.855 1.000 -0.14
O -2.162 2.942 -0.410 -0.21
O -1.715 4.134 -0.791 -0.09
C 0.047 0.541 1.574 -0.08
N 1.330 1.343 1.585 0.02
H 2.053 -5.225 1.460 0.07
H 3.714 -4.538 2.028 0.08
H 3.729 -6.061 0.905 0.07
H 3.409 -4.555 -1.161 0.12
H 2.226 -3.439 -0.194 0.11
H 7.050 -0.692 -1.962 0.08
H 6.221 -2.437 -1.729 0.07
H 5.669 -1.250 -3.128 0.08
H 5.066 1.616 -1.990 0.11
H -1.298 -3.204 2.037 0.09
H -4.924 -1.963 2.266 0.10
H -3.819 -3.344 1.387 0.11
H -4.933 -0.698 -0.233 0.11
H -3.972 -2.152 -0.950 0.13
H -6.419 -2.425 -1.586 0.12
H -6.056 -3.798 -0.303 0.12
H -7.631 -0.924 -0.059 0.13
H -6.958 -1.620 1.559 0.12
H -8.577 -2.983 1.673 0.10
H -3.853 0.782 1.064 0.10
H -2.499 3.339 1.672 0.13
H -0.668 3.487 1.092 0.13
H -2.086 4.786 -0.105 0.12
H 1.183 2.353 1.365 0.10
C 2.957 6.681 -2.290 -0.09
C 2.861 7.497 -3.568 -0.22
N 2.781 8.174 -4.629 0.04
H 2.654 7.291 -1.434 0.08
H 2.302 5.808 -2.355 0.06
H 3.986 6.343 -2.140 0.07

Record 2
62
Properties=species:S:1:pos:R:3:lowdin_charge:R:1 method="wB97M-V/def2-TZVPD" orbital_gap_ev=8.380 total_charge=+1 homo_energy_ev=-11.88
C -3.216 1.488 2.463 0.05
C -2.229 0.695 3.248 -0.50
O -1.114 1.070 3.558 0.01
O -2.668 -0.524 3.582 -0.01
C -1.730 -1.325 4.315 -0.14
C -0.558 -1.812 3.452 -0.19
C 0.821 -1.448 4.032 -0.35
P 1.464 0.160 3.500 1.09
H -2.834 1.600 1.448 0.11
H -3.306 2.479 2.903 0.10
H -4.187 1.003 2.429 0.09
H -1.372 -0.739 5.163 0.13
H -2.320 -2.152 4.697 0.14
H -0.668 -1.419 2.440 0.12
H -0.594 -2.897 3.375 0.12
H 1.567 -2.185 3.733 0.09
H 0.784 -1.434 5.122 0.10
H 1.241 1.183 4.410 0.03
H 0.910 0.556 2.291 0.01
H 2.845 0.077 3.333 0.01
C -4.527 -3.318 1.315 -0.08
C -5.299 -4.196 0.566 -0.06
C -6.659 -3.970 0.417 0.00
C -7.211 -2.860 1.027 -0.14
C -6.465 -1.974 1.780 0.00
C -5.106 -2.211 1.923 -0.07
N -8.660 -2.604 0.865 -0.35
O -9.299 -3.405 0.218 0.09
O -9.112 -1.607 1.390 0.08
H -3.465 -3.501 1.423 0.10
H -4.846 -5.058 0.096 0.11
H -7.286 -4.635 -0.159 0.12
H -6.947 -1.124 2.240 0.12
H -4.502 -1.531 2.506 0.08
C 6.630 0.630 -0.867 -0.04
C 5.470 0.549 -1.628 -0.04
C 4.258 0.936 -1.083 0.00
C 4.243 1.400 0.222 -0.16
C 5.386 1.497 0.999 -0.01
C 6.590 1.103 0.439 -0.05
N 2.959 1.807 0.804 -0.35
O 1.957 1.717 0.125 0.08
O 2.947 2.199 1.966 -0.01
H 7.575 0.329 -1.300 0.12
H 5.502 0.181 -2.644 0.09
H 3.341 0.875 -1.651 0.12
H 5.332 1.881 2.006 0.12
H 7.498 1.172 1.022 0.11
C 1.346 3.630 -6.012 -0.07
C 1.560 2.849 -7.139 -0.06
C 2.499 1.829 -7.113 0.00
C 3.202 1.616 -5.942 -0.14
C 3.011 2.384 -4.807 -0.01
C 2.072 3.401 -4.850 -0.06
N 4.199 0.530 -5.907 -0.34
O 4.396 -0.089 -6.928 0.10
O 4.770 0.315 -4.851 0.05
H 0.613 4.426 -6.041 0.11
H 0.997 3.032 -8.044 0.11
H 2.687 1.209 -7.977 0.12
H 3.598 2.193 -3.921 0.10
H 1.909 4.018 -3.976 0.11

Record 3
58
Properties=species:S:1:pos:R:3:lowdin_charge:R:1 method="wB97M-V/def2-TZVPD" smiles="CCC(C)(C)NC(=O)[C@@H](c1ccncc1)N(Cc1ccc(C)cc1)C(=O)c1csnn1" orbital_gap_ev=8.615 total_charge=0 homo_energy_ev=-8.70
C -4.605 -2.503 0.068 -0.09
C -4.979 -1.094 0.512 -0.19
C -4.148 0.032 -0.137 -0.54
C -4.214 -0.011 -1.663 -0.03
C -4.683 1.382 0.351 -0.03
N -2.765 -0.050 0.340 0.15
C -1.726 -0.721 -0.177 -0.41
O -1.746 -1.430 -1.162 0.05
C -0.432 -0.403 0.612 -0.12
C 0.667 -1.438 0.615 -0.16
C 0.788 -2.464 -0.312 -0.01
C 1.873 -3.323 -0.209 -0.14
N 2.810 -3.220 0.716 0.07
C 2.688 -2.249 1.605 -0.14
C 1.641 -1.346 1.607 -0.01
N 0.056 0.873 0.077 0.03
C 0.858 0.804 -1.130 -0.08
C 2.307 0.501 -0.836 -0.21
C 2.995 -0.449 -1.579 -0.04
C 4.309 -0.754 -1.286 -0.04
C 4.974 -0.118 -0.244 -0.29
C 6.385 -0.493 0.089 -0.05
C 4.293 0.850 0.479 -0.04
C 2.977 1.158 0.186 -0.04
C -0.327 1.988 0.720 -0.40
O -1.066 1.955 1.702 0.04
C 0.175 3.309 0.258 -0.29
C 0.348 4.369 1.126 -0.31
S 0.852 5.720 0.229 1.02
N 0.785 4.851 -1.182 -0.32
N 0.433 3.660 -1.018 -0.05
H -3.545 -2.688 0.214 0.07
H -5.164 -3.232 0.651 0.07
H -4.838 -2.656 -0.982 0.07
H -6.032 -0.913 0.285 0.11
H -4.856 -1.018 1.595 0.11
H -3.739 -0.907 -2.046 0.07
H -5.252 0.011 -1.983 0.09
H -3.700 0.852 -2.080 0.09
H -4.065 2.193 -0.029 0.09
H -4.682 1.428 1.438 0.09
H -5.701 1.533 0.001 0.09
H -2.570 0.548 1.134 0.12
H -0.705 -0.208 1.658 0.15
H 0.056 -2.594 -1.091 0.10
H 2.000 -4.135 -0.913 0.11
H 3.470 -2.197 2.352 0.11
H 1.586 -0.574 2.360 0.12
H 0.777 1.756 -1.661 0.11
H 0.434 0.020 -1.763 0.13
H 2.490 -0.962 -2.385 0.12
H 4.824 -1.507 -1.863 0.12
H 6.418 -1.518 0.458 0.08
H 7.015 -0.439 -0.798 0.08
H 6.796 0.164 0.851 0.07
H 4.793 1.365 1.287 0.11
H 2.462 1.907 0.772 0.11
H 0.203 4.383 2.185 0.08

Record 4
55
Properties=species:S:1:pos:R:3:lowdin_charge:R:1 method="wB97M-V/def2-TZVPD" smiles="COC(=O)c1cccc(C(=O)N2CCC(CO)(CCc3ccccc3)CC2)c1" orbital_gap_ev=9.594 total_charge=0 homo_energy_ev=-9.12
C 0.520 2.461 -3.981 -0.05
O 1.230 1.980 -2.852 -0.04
C 2.066 2.855 -2.272 -0.46
O 2.206 3.988 -2.661 0.12
C 2.794 2.268 -1.121 -0.11
C 3.787 3.029 -0.508 0.00
C 4.502 2.506 0.553 -0.05
C 4.227 1.229 1.013 -0.01
C 3.221 0.473 0.422 -0.14
C 2.978 -0.937 0.877 -0.42
O 3.764 -1.827 0.606 0.08
N 1.856 -1.147 1.596 -0.04
C 0.893 -0.145 1.979 -0.12
C -0.481 -0.438 1.370 -0.09
C -0.979 -1.858 1.675 -0.43
C -1.350 -2.002 3.170 -0.21
O -2.412 -1.184 3.595 -0.04
C -2.198 -2.223 0.796 -0.12
C -3.259 -1.125 0.574 -0.14
C -3.030 -0.312 -0.672 -0.24
C -2.818 1.059 -0.612 -0.05
C -2.650 1.802 -1.768 -0.08
C -2.698 1.184 -3.004 -0.11
C -2.907 -0.183 -3.078 -0.08
C -3.073 -0.922 -1.921 -0.05
C 0.147 -2.857 1.345 -0.11
C 1.483 -2.488 1.986 -0.12
C 2.511 0.989 -0.653 0.04
H -0.160 3.263 -3.686 0.10
H 1.214 2.849 -4.729 0.10
H -0.035 1.613 -4.372 0.09
H 3.987 4.020 -0.886 0.12
H 5.280 3.090 1.022 0.11
H 4.790 0.809 1.834 0.12
H 1.236 0.839 1.655 0.12
H 0.819 -0.133 3.073 0.13
H -1.186 0.290 1.769 0.12
H -0.425 -0.309 0.287 0.13
H -0.507 -1.710 3.798 0.11
H -1.574 -3.058 3.379 0.13
H -3.233 -1.526 3.227 0.08
H -1.831 -2.532 -0.185 0.11
H -2.676 -3.099 1.242 0.12
H -3.312 -0.455 1.430 0.10
H -4.233 -1.615 0.473 0.12
H -2.793 1.556 0.348 0.11
H -2.491 2.868 -1.700 0.10
H -2.587 1.765 -3.908 0.10
H -2.951 -0.673 -4.040 0.10
H -3.256 -1.986 -1.989 0.11
H -0.141 -3.862 1.660 0.13
H 0.292 -2.873 0.263 0.13
H 2.270 -3.161 1.638 0.12
H 1.428 -2.548 3.078 0.13
H 1.743 0.403 -1.134 0.13

Record 5
62
Properties=species:S:1:pos:R:3:lowdin_charge:R:1 method="wB97M-V/def2-TZVPD" orbital_gap_ev="3.823 / 3.823" total_charge=+2 homo_energy_ev="-13.99 / -13.99"
Au 1.879 1.205 0.629 1.08
N 1.026 3.070 -0.304 0.07
C -0.397 2.985 -0.511 -0.30
C -1.024 3.887 -1.364 0.01
C -2.396 3.846 -1.545 -0.01
C -3.164 2.922 -0.855 -0.02
C -2.554 2.025 0.002 -0.06
C -1.167 2.033 0.157 -0.28
P -0.420 0.774 1.236 1.19
C -1.012 1.151 2.897 -0.33
C -1.868 0.303 3.602 -0.04
C -2.285 0.660 4.876 -0.02
C -1.875 1.861 5.437 0.00
C -1.020 2.702 4.735 -0.02
C -0.589 2.351 3.467 -0.07
C -0.982 -0.866 0.766 -0.33
C -1.609 -1.142 -0.453 -0.05
C -1.948 -2.448 -0.762 -0.02
C -1.643 -3.482 0.114 0.00
C -1.002 -3.212 1.318 -0.01
C -0.662 -1.910 1.641 -0.08
H 1.251 3.815 0.353 0.13
H 1.504 3.285 -1.177 0.13
H -0.439 4.634 -1.881 0.13
H -2.868 4.544 -2.219 0.13
H -4.235 2.899 -0.984 0.13
H -3.143 1.307 0.556 0.13
H -2.237 -0.610 3.157 0.11
H -2.939 -0.001 5.424 0.13
H -2.230 2.146 6.416 0.13
H -0.675 3.620 5.184 0.13
H 0.090 2.993 2.924 0.11
H -1.855 -0.339 -1.131 0.11
H -2.465 -2.664 -1.685 0.12
H -1.903 -4.499 -0.138 0.13
H -0.761 -4.011 2.002 0.13
H -0.130 -1.703 2.559 0.11
F 3.387 -0.277 1.453 -0.02
B 2.828 -0.834 2.713 -1.28
F 3.762 -0.923 3.647 0.26
F 1.809 0.110 2.995 0.05
F 2.234 -2.005 2.366 0.18
C 0.809 0.614 -3.991 -0.05
N 1.151 -0.727 -3.590 -0.14
C 0.689 -1.776 -4.460 -0.05
C 1.549 -0.912 -2.290 -0.49
O 1.301 -0.036 -1.459 -0.08
N 2.205 -2.068 -1.969 -0.13
C 2.406 -2.380 -0.588 -0.04
C 2.936 -2.897 -2.889 -0.04
H 0.885 0.686 -5.075 0.10
H 1.495 1.317 -3.521 0.08
H -0.211 0.878 -3.691 0.09
H -0.290 -1.495 -4.856 0.10
H 0.593 -2.719 -3.929 0.09
H 1.360 -1.907 -5.314 0.10
H 1.579 -2.017 0.019 0.06
H 3.322 -1.919 -0.200 0.10
H 2.516 -3.456 -0.471 0.11
H 3.104 -2.405 -3.842 0.09
H 2.424 -3.850 -3.054 0.10
H 3.905 -3.134 -2.445 0.11

Record 6
58
Properties=species:S:1:pos:R:3:lowdin_charge:R:1 method="wB97M-V/def2-TZVPD" orbital_gap_ev=6.207 total_charge=+1 homo_energy_ev=-10.09
Au -0.390 -0.099 0.414 0.59
N -2.685 -1.839 -0.351 -0.07
P -2.232 -0.273 -0.804 0.86
C -3.729 0.698 -0.696 -0.35
C -4.724 0.403 -1.637 -0.09
C -5.938 1.060 -1.584 -0.06
C -6.163 2.016 -0.601 -0.05
C -5.179 2.311 0.328 -0.05
C -3.959 1.651 0.290 -0.11
C -1.745 -0.352 -2.519 -0.38
C -1.837 0.792 -3.305 -0.08
C -1.356 0.768 -4.602 -0.06
C -0.779 -0.389 -5.108 -0.06
C -0.680 -1.526 -4.319 -0.07
C -1.156 -1.509 -3.021 -0.09
C -2.011 -2.644 0.551 -0.36
C -2.566 -3.854 0.975 0.00
C -1.878 -4.592 1.909 -0.03
C -0.666 -4.116 2.411 -0.04
C -0.188 -2.923 1.931 -0.12
N -0.840 -2.209 1.000 -0.01
H -3.615 -2.145 -0.608 0.13
H -4.542 -0.316 -2.428 0.11
H -6.704 0.837 -2.314 0.11
H -7.111 2.536 -0.568 0.11
H -5.354 3.061 1.086 0.11
H -3.187 1.887 1.009 0.01
H -2.274 1.700 -2.911 0.12
H -1.432 1.654 -5.217 0.11
H -0.406 -0.404 -6.123 0.11
H -0.230 -2.426 -4.715 0.11
H -1.072 -2.396 -2.405 0.10
H -3.515 -4.186 0.580 0.12
H -2.284 -5.530 2.260 0.12
H -0.109 -4.659 3.158 0.12
H 0.739 -2.491 2.280 0.10
Se -0.519 2.189 0.708 0.09
C 3.317 2.296 -2.127 -0.04
C 2.233 1.342 -1.964 -0.24
N 1.372 0.602 -1.804 0.14
H 4.129 1.831 -2.683 0.09
H 3.674 2.608 -1.147 0.09
H 2.955 3.167 -2.669 0.09
C 2.248 -0.233 3.767 -0.06
C 2.325 0.378 2.384 -0.27
O 1.847 -0.543 1.384 -0.33
C 2.882 -1.360 0.823 -0.26
C 2.327 -2.220 -0.286 -0.08
H 2.602 0.471 4.520 0.09
H 2.859 -1.133 3.850 0.07
H 1.216 -0.484 4.010 0.08
H 3.344 0.669 2.118 0.12
H 1.688 1.260 2.305 0.04
H 3.330 -1.965 1.619 0.12
H 3.665 -0.698 0.435 0.12
H 1.587 -2.932 0.074 0.05
H 3.137 -2.797 -0.733 0.09
H 1.880 -1.603 -1.064 0.03

Record 7
63
Properties=species:S:1:pos:R:3:lowdin_spin:R:1 method="wB97M-V/def2-TZVPD" orbital_gap_ev="4.317 / 7.193" total_charge=+3 homo_energy_ev="-16.55 / -17.82" spin_multiplicity=8
Tb 0.338 0.426 -0.014 7.74
C -1.477 -0.496 3.438 0.00
C -0.961 -1.601 2.583 0.00
C -0.859 -2.955 2.937 0.00
C -0.390 -3.583 1.816 0.00
N -0.243 -2.665 0.832 0.00
N -0.568 -1.422 1.318 0.00
B 0.248 -2.879 -0.593 -0.01
N -0.609 -2.124 -1.625 -0.01
C -1.239 -2.663 -2.701 0.00
C -2.120 -1.745 -3.203 0.00
C -1.988 -0.616 -2.377 0.00
C -2.749 0.659 -2.462 0.00
N -1.074 -0.847 -1.432 0.00
N 1.750 -2.249 -0.610 0.08
C 2.780 -2.385 -1.575 0.00
C 3.734 -1.495 -1.295 0.04
C 3.241 -0.727 -0.113 0.01
C 4.199 -0.328 0.976 0.00
N 2.047 -1.452 0.317 0.03
N 0.226 -4.375 -0.952 -0.22
C -0.862 -5.257 -0.736 -0.11
C -0.574 -6.432 -1.328 -0.01
C 0.716 -6.230 -1.916 -0.25
C 1.523 -7.148 -2.696 -0.07
N 1.147 -4.935 -1.662 -0.24
H -1.879 -0.904 4.362 0.00
H -0.694 0.213 3.711 0.00
H -2.278 0.041 2.927 0.00
H -1.093 -3.395 3.892 0.00
H -0.154 -4.626 1.673 0.00
H -1.027 -3.656 -3.060 0.00
H -2.780 -1.860 -4.046 0.00
H -3.172 0.781 -3.456 0.00
H -3.582 0.646 -1.756 0.00
H -2.121 1.521 -2.238 0.00
H 2.703 -3.120 -2.353 0.00
H 4.667 -1.306 -1.804 0.00
H 4.696 -1.204 1.393 0.00
H 4.960 0.332 0.561 0.00
H 3.660 0.189 1.769 0.00
H -1.739 -4.945 -0.192 0.00
H -1.161 -7.335 -1.358 0.00
H 1.108 -8.150 -2.715 0.00
H 1.618 -6.783 -3.732 -0.03
H 2.560 -7.151 -2.336 -0.02
C 1.400 2.126 3.188 0.00
C 0.863 2.425 1.814 0.00
C 1.716 2.852 0.782 0.00
C 1.213 3.183 -0.477 0.01
C -0.157 3.096 -0.733 0.01
C -1.030 2.721 0.298 0.01
C -0.523 2.388 1.561 0.02
H 1.462 1.048 3.369 0.00
H 0.753 2.551 3.955 0.00
H 2.395 2.548 3.318 0.00
H 2.767 3.010 0.989 0.00
H 1.880 3.577 -1.232 0.00
H -0.547 3.454 -1.677 0.00
H -2.100 2.822 0.166 0.00
H -1.209 2.253 2.387 0.00
O 2.534 0.508 -0.516 0.03
O 1.607 0.287 -1.558 0.00

Record 8
59
Properties=species:S:1:pos:R:3:lowdin_charge:R:1 method="wB97M-V/def2-TZVPD" orbital_gap_ev=8.804 total_charge=0 homo_energy_ev=-8.37
Be 0.167 -0.372 -2.246 -0.06
O 0.533 0.004 0.829 -0.05
C -0.464 -0.958 1.139 -0.31
C -0.873 -1.741 -0.172 -0.50
O -1.746 -2.582 -0.098 0.08
O -0.227 -1.470 -1.259 -0.05
C -1.692 -0.225 1.677 -0.14
C -2.819 -0.936 2.084 -0.01
C -3.927 -0.266 2.578 -0.07
C -3.925 1.120 2.674 -0.10
C -2.803 1.830 2.278 -0.09
C -1.691 1.161 1.784 -0.03
C 0.083 -1.908 2.204 -0.13
C 0.008 -3.294 2.122 -0.01
C 0.586 -4.087 3.105 -0.07
C 1.242 -3.514 4.181 -0.09
C 1.304 -2.131 4.282 -0.08
C 0.727 -1.339 3.304 -0.03
H 1.331 -0.236 1.311 0.05
H -2.831 -2.013 1.997 0.12
H -4.794 -0.828 2.901 0.10
H -4.793 1.639 3.061 0.10
H -2.794 2.911 2.358 0.10
H -0.817 1.721 1.482 0.11
H -0.505 -3.761 1.293 0.11
H 0.525 -5.165 3.021 0.10
H 1.699 -4.137 4.939 0.10
H 1.801 -1.670 5.126 0.10
H 0.762 -0.260 3.411 0.13
C 3.642 -0.178 0.210 -0.31
Sb 2.683 -0.026 -1.733 1.40
C 4.083 1.450 -2.453 -0.32
C 3.757 -1.715 -2.506 -0.30
H 4.723 -0.222 0.089 0.01
H 3.315 -1.086 0.722 0.01
H 3.401 0.691 0.826 0.01
H 5.099 1.133 -2.220 0.00
H 3.894 2.411 -1.972 0.00
H 3.978 1.567 -3.530 -0.01
H 4.825 -1.565 -2.352 0.01
H 3.556 -1.836 -3.569 0.00
H 3.439 -2.616 -1.981 0.01
Cl 1.458 0.326 -4.803 0.38
C 0.092 -0.616 -4.046 -0.57
H 0.197 -1.624 -4.447 0.00
H -0.786 -0.199 -4.543 -0.01
N -3.148 4.493 -1.558 0.13
C -2.368 3.389 -1.703 -0.31
C -0.987 3.498 -1.928 0.00
C -0.231 2.356 -2.036 -0.10
N -0.740 1.125 -1.931 0.02
C -2.057 1.016 -1.717 -0.08
C -2.896 2.097 -1.602 0.00
H -2.769 5.398 -1.764 0.10
H -4.146 4.398 -1.533 0.10
H -0.519 4.470 -2.012 0.11
H 0.834 2.419 -2.220 0.09
H -2.444 0.006 -1.638 0.13
H -3.951 1.949 -1.414 0.12